25
Properties=species:S:1:pos:R:3:forces:R:3:lowdin_charge:R:1 method="wB97M-V/def2-TZVPD" e_above_lowest_kcal_mol=9.0 spin_multiplicity=1 orbital_gap_ev=9.29 largest_force_ev_per_a=2.7 energy_ha=-641.07248 smiles="CC(C)=CO[Si](C)(C)C"
O -0.713 -0.924 -0.048 0.2 -0.6 -0.4 -0.19
C 0.293 -0.838 -1.007 -0.6 0.3 -0.4 -0.19
C 1.565 -1.143 -0.764 -1.0 0.4 -0.4 -0.37
C 2.667 -0.770 -1.714 -0.1 -0.4 -1.4 -0.07
C 1.904 -1.884 0.471 1.3 1.1 -0.5 -0.04
C -2.106 1.475 -0.842 0.4 0.1 -1.0 -0.17
C 0.182 1.406 1.225 -2.4 1.0 0.8 -0.13
C -2.770 0.241 1.671 0.8 -0.4 -1.0 -0.14
Si -1.319 0.525 0.539 0.2 -0.5 -0.6 0.43
H -0.084 -0.557 -2.006 0.4 0.3 0.5 0.13
H 3.582 -0.434 -1.202 -0.5 0.2 0.0 0.08
H 2.978 -1.698 -2.244 0.0 0.6 0.0 0.08
H 2.342 0.007 -2.485 0.5 -1.1 1.1 0.10
H 2.659 -1.269 0.939 0.5 -0.1 0.7 0.08
H 1.079 -1.980 1.126 -0.7 -0.5 0.5 0.07
H 2.380 -2.808 0.173 0.0 -0.5 0.3 0.09
H -1.517 1.643 -1.747 0.4 0.3 0.3 0.03
H -2.447 2.414 -0.441 0.0 0.7 0.1 0.03
H -2.996 1.029 -1.258 -0.5 -0.6 0.2 0.03
H 0.898 1.469 0.467 1.4 -0.1 -1.0 0.01
H 0.531 1.043 2.169 0.5 -0.6 0.4 0.03
H -0.141 2.433 1.437 0.1 0.1 -0.1 0.04
H -3.005 -0.825 1.709 -0.3 0.2 0.1 0.04
H -3.549 0.866 1.224 -0.2 -0.3 0.6 0.03
H -2.411 0.581 2.609 -0.3 0.4 1.3 0.01

32
Properties=species:S:1:pos:R:3:forces:R:3:lowdin_charge:R:1 method="wB97M-V/def2-TZVPD" spin_multiplicity=1 total_charge=-2 orbital_gap_ev=7.06 largest_force_ev_per_a=0.8 energy_ha=-2085.08542
Ag 0.331 -1.293 -0.095 0.6 -0.1 0.5 0.28
Cl -0.240 1.272 0.793 0.0 -0.2 -0.2 -0.35
Cl 0.245 -3.243 1.792 -0.2 0.2 -0.2 -0.62
Cl 2.165 -2.362 -1.780 -0.4 0.3 0.0 -0.58
C -3.917 0.268 -1.088 0.0 0.2 0.3 -0.12
O -3.443 0.481 -2.403 0.0 -0.1 -0.1 -0.19
C -2.029 0.375 -2.503 0.4 0.6 -0.1 -0.22
C -1.538 -1.029 -2.744 -0.3 -0.1 -0.5 -0.24
O -1.653 -1.757 -1.551 -0.2 -0.3 0.2 -0.29
C -1.570 -3.161 -1.740 0.0 -0.1 -0.1 -0.13
H -3.881 -0.781 -0.785 0.0 0.0 -0.1 0.08
H -4.950 0.623 -1.059 0.0 0.0 0.0 0.07
H -3.325 0.839 -0.363 0.0 0.0 0.0 0.08
H -1.553 0.815 -1.615 0.0 -0.3 0.0 0.05
H -1.711 1.011 -3.338 -0.2 -0.2 -0.1 0.12
H -0.515 -1.029 -3.147 0.1 0.0 0.3 0.11
H -2.179 -1.506 -3.507 0.0 0.1 0.0 0.12
H -2.284 -3.478 -2.515 0.1 0.1 0.0 0.08
H -1.846 -3.640 -0.804 0.2 0.1 0.1 0.07
H -0.548 -3.445 -2.011 -0.1 -0.1 0.0 0.04
C 3.004 3.618 2.230 -0.3 -0.4 -0.1 -0.02
C 3.437 2.209 2.618 -0.1 0.1 0.2 -0.58
O 4.559 2.007 3.079 0.2 0.0 0.1 -0.02
N 2.469 1.291 2.507 0.1 0.6 -0.4 -0.02
C 2.631 -0.098 2.842 -0.1 -0.4 0.1 -0.08
H 3.610 4.001 1.412 0.2 0.0 0.1 0.07
H 3.128 4.225 3.126 0.1 0.2 -0.1 0.07
H 1.959 3.626 1.919 0.0 0.1 0.0 0.06
H 1.663 1.541 1.933 -0.2 -0.3 0.2 -0.05
H 3.618 -0.234 3.278 0.0 -0.1 0.0 0.07
H 2.504 -0.738 1.968 0.1 0.0 0.0 0.05
H 1.858 -0.407 3.547 0.1 0.0 0.1 0.08

30
Properties=species:S:1:pos:R:3:forces:R:3:lowdin_charge:R:1 method="wB97M-V/def2-TZVPD" e_above_lowest_kcal_mol=61.9 spin_multiplicity=1 total_charge=+1 orbital_gap_ev=10.41 largest_force_ev_per_a=5.9 energy_ha=-616.26328 smiles="CN(BO)C(=O)N/C=C/[N+](C)(C)C"
B -1.903 1.122 -0.649 1.8 0.6 0.4 -0.47
C -2.633 -1.153 0.007 -1.4 0.8 -0.9 -0.47
C -0.290 -0.825 0.247 0.2 1.6 1.6 -0.12
C 0.927 -1.050 -0.237 -0.7 -0.5 -1.3 -0.06
C -4.014 0.795 0.581 1.7 2.6 0.7 0.01
C 3.158 -1.257 0.212 5.8 0.0 -1.2 -0.05
C 2.100 0.618 1.101 1.2 2.1 -0.2 0.01
C 2.492 0.576 -1.224 0.5 -0.7 -2.7 0.01
N -1.363 -1.594 -0.055 2.6 -0.5 -0.4 0.12
N -2.710 0.274 0.131 -1.1 -1.8 0.2 0.03
N 2.185 -0.281 -0.086 -2.5 1.3 1.9 -0.41
O -3.511 -1.957 -0.154 -0.9 0.7 0.4 0.15
O -1.901 2.421 -0.312 -0.4 1.0 -0.7 0.15
H -0.654 -0.039 0.931 1.2 -0.3 -0.2 0.15
H -0.980 0.850 -1.330 -0.2 -0.6 -0.5 0.11
H 0.926 -1.830 -1.011 0.8 0.4 0.3 0.15
H -4.063 1.175 1.643 0.4 -0.5 -1.1 0.13
H -4.369 1.580 -0.117 0.0 -0.5 0.4 0.12
H -4.563 -0.038 0.472 -3.0 -2.5 -0.1 0.04
H 4.303 -0.928 0.045 -2.6 0.3 0.8 0.18
H 3.083 -1.610 1.200 -0.4 -0.8 0.9 0.11
H 3.184 -1.975 -0.550 -0.7 -1.6 -0.7 0.09
H 1.907 0.051 1.997 -1.2 0.0 0.1 0.11
H 3.146 0.915 1.310 -0.4 0.2 -0.4 0.12
H 1.546 1.578 0.797 0.3 -1.8 1.1 0.15
H 2.352 -0.133 -2.153 0.1 2.2 1.4 0.17
H 2.004 1.560 -1.156 -1.0 -1.0 -0.6 0.11
H 3.512 0.948 -1.174 0.5 -0.8 0.1 0.11
H -1.164 -2.379 -0.642 -0.5 -0.7 -0.1 0.17
H -2.707 2.588 0.177 -0.1 0.7 0.5 0.08

25
Properties=species:S:1:pos:R:3:forces:R:3:lowdin_charge:R:1 method="wB97M-V/def2-TZVPD" e_above_lowest_kcal_mol=217.6 spin_multiplicity=1 orbital_gap_ev=5.26 largest_force_ev_per_a=3.6 energy_ha=-331.32407
C 2.810 -0.704 -0.178 -0.5 0.9 -3.1 -0.21
C 3.253 0.757 0.047 1.1 -2.4 2.5 -0.19
C 1.263 -0.633 -0.512 0.3 0.7 1.5 -0.21
N 0.493 0.190 0.387 -1.5 -2.5 -0.9 0.05
C -3.407 -0.758 -0.033 0.1 1.3 1.0 -0.15
C -1.961 -1.134 0.281 0.7 0.7 0.5 -0.20
C -1.044 0.231 0.026 1.3 -2.2 -0.4 -0.36
C -1.486 1.619 0.405 -1.0 0.8 0.7 -0.09
H 3.021 -1.400 0.608 -0.2 0.0 0.9 0.09
H 3.368 -1.155 -1.069 -1.0 0.7 0.9 0.12
H 2.735 1.340 -0.816 0.3 0.1 0.6 -0.12
H 4.320 0.921 -0.074 0.1 0.0 0.1 0.07
H 2.877 1.024 1.029 0.2 0.7 0.1 0.06
H 1.181 0.464 -0.848 0.2 1.1 -2.0 0.09
H 0.810 -1.371 -1.190 -0.1 0.2 0.5 0.12
H 2.498 1.804 -1.580 -1.4 0.1 -1.7 0.12
H -3.472 -0.337 -1.068 -0.2 0.0 1.0 0.09
H -4.111 -1.563 0.080 0.0 -0.7 -0.3 0.06
H -3.705 -0.073 0.804 -0.1 0.1 -1.3 0.08
H -1.734 -1.853 -0.564 0.7 0.4 1.6 0.11
H -1.887 -1.517 1.365 0.2 0.2 -1.9 0.12
H -1.180 0.125 -1.049 0.8 0.6 -0.5 0.10
H -0.572 2.225 0.530 -0.5 -0.2 0.2 0.08
H -2.056 2.095 -0.419 0.1 -0.3 0.5 0.08
H -2.113 1.678 1.336 0.7 0.0 -0.7 0.09

25
Properties=species:S:1:pos:R:3:forces:R:3:lowdin_charge:R:1 method="wB97M-V/def2-TZVPD" e_above_lowest_kcal_mol=14.6 spin_multiplicity=1 orbital_gap_ev=9.60 largest_force_ev_per_a=1.4 energy_ha=-331.64765 smiles=CCC[C@H](C)NCC
C 1.716 -1.561 0.674 0.4 0.4 -0.2 -0.29
N 0.479 -0.811 0.794 0.2 0.5 0.1 -0.06
C -0.351 -0.701 -0.389 -0.9 -0.9 0.4 -0.41
C -1.355 0.438 -0.233 0.1 1.2 -0.7 -0.19
C -0.662 1.796 -0.409 0.2 0.5 0.3 -0.27
C -1.608 2.971 -0.174 0.5 0.9 0.0 -0.12
C -1.126 -2.028 -0.673 0.1 1.1 -0.6 -0.05
C 2.949 -0.652 0.680 -0.3 0.0 0.0 -0.10
H 1.762 -2.103 -0.278 -0.3 -0.3 0.2 0.11
H 1.780 -2.250 1.513 0.1 -0.3 -0.1 0.11
H -0.060 -1.096 1.594 -0.1 -0.1 0.1 0.11
H 0.319 -0.418 -1.202 -0.1 -0.2 -0.2 0.14
H -2.188 0.373 -0.937 0.2 -0.3 -0.2 0.11
H -1.861 0.509 0.735 0.3 -0.5 0.3 0.12
H 0.178 1.785 0.289 -0.1 0.3 0.3 0.10
H -0.154 1.988 -1.362 -0.3 -0.6 -0.3 0.11
H -2.207 2.856 0.726 -0.3 -0.1 0.0 0.07
H -1.080 3.929 -0.051 0.2 -0.3 0.2 0.07
H -2.230 3.201 -1.041 -0.4 -0.5 0.1 0.07
H -0.505 -2.818 -1.091 0.1 -0.1 0.4 0.06
H -1.899 -1.817 -1.415 0.0 -0.1 0.0 0.07
H -1.637 -2.318 0.244 0.1 -0.3 0.0 0.08
H 3.054 -0.148 1.640 0.0 0.1 -0.1 0.07
H 3.857 -1.220 0.471 0.0 0.0 0.0 0.06
H 2.827 0.094 -0.108 0.1 0.1 0.1 0.07

25
Properties=species:S:1:pos:R:3:forces:R:3:lowdin_charge:R:1 method="wB97M-V/def2-TZVPD" e_above_lowest_kcal_mol=85.5 spin_multiplicity=1 orbital_gap_ev=9.02 largest_force_ev_per_a=3.5 energy_ha=-331.53462
C -2.314 0.690 0.658 0.1 -2.0 -1.1 -0.18
C -2.684 0.360 -0.806 -0.4 1.0 0.1 -0.28
C -3.005 -1.102 -1.065 0.1 -0.1 0.4 -0.11
C -0.892 0.243 1.019 0.8 2.0 2.4 -0.24
N 0.167 0.777 0.460 -1.8 -3.0 -0.4 0.07
C 3.377 0.922 0.315 0.6 -0.2 0.6 -0.14
C 2.724 -0.121 -0.584 0.3 -0.4 0.4 -0.34
C 2.305 -1.365 0.184 -0.4 -0.9 0.7 -0.16
H -2.333 1.756 0.851 0.0 0.1 0.0 0.11
H -3.078 0.188 1.260 0.3 0.1 0.3 0.10
H -1.918 0.725 -1.491 0.1 0.0 0.0 0.10
H -3.558 0.984 -1.008 -0.1 -0.2 -0.2 0.10
H -3.657 -1.489 -0.274 0.0 0.0 -0.1 0.07
H -3.525 -1.233 -2.007 0.0 0.0 -0.2 0.07
H -2.111 -1.730 -1.090 0.0 0.0 0.0 0.07
H -0.745 -0.283 1.983 -0.4 0.3 0.3 0.11
H -0.255 0.109 -0.311 0.8 2.0 -1.4 0.10
H 2.919 0.973 1.307 -0.3 0.0 -0.2 0.06
H 3.397 1.930 -0.093 -0.2 0.0 -0.2 0.06
H 4.418 0.655 0.511 0.1 0.0 -0.1 0.06
H 1.893 0.352 -1.098 0.0 -0.3 -0.2 0.07
H 3.456 -0.539 -1.274 0.0 0.6 -0.6 0.09
H 1.624 -1.192 1.014 -0.1 0.4 0.0 0.04
H 1.809 -2.140 -0.412 0.0 0.3 -0.4 0.07
H 3.143 -1.904 0.638 0.3 0.3 -0.2 0.07

25
Properties=species:S:1:pos:R:3:forces:R:3:lowdin_charge:R:1 method="wB97M-V/def2-TZVPD" e_above_lowest_kcal_mol=61.7 spin_multiplicity=1 orbital_gap_ev=10.03 largest_force_ev_per_a=4.1 energy_ha=-331.57265 smiles=CCCN[C@@H](C)CC
C 1.498 -0.112 -2.181 -0.8 1.6 -0.1 -0.27
C 1.608 -1.245 -3.212 2.5 1.2 -0.5 -0.13
C 0.148 -0.012 -1.299 3.5 0.0 2.1 -0.18
N 0.791 -0.073 0.091 -3.5 0.3 1.4 -0.07
C -2.539 1.113 1.652 0.1 0.3 2.5 -0.12
C -1.066 1.249 1.311 -0.4 1.2 -2.9 -0.25
C -0.369 -0.097 1.220 2.3 -0.2 -1.6 -0.36
C 0.363 -0.576 2.496 -2.2 2.0 -1.1 -0.05
H 2.400 -0.234 -1.567 -0.7 0.4 0.5 0.08
H 1.591 0.905 -2.634 0.2 -0.9 0.0 0.10
H 0.754 -1.882 -3.138 -0.1 -1.0 0.0 0.04
H 1.577 -0.734 -4.193 0.1 -0.8 0.1 0.06
H 2.708 -1.734 -3.098 -3.0 0.6 -0.4 0.12
H -0.378 -0.967 -1.469 -0.8 0.9 -0.1 0.10
H -0.375 1.015 -1.183 0.5 -2.1 -1.4 0.11
H 1.278 -0.957 0.184 0.0 -0.1 0.0 0.08
H -2.980 2.028 1.989 -0.2 1.4 -0.9 0.05
H -2.665 0.728 2.694 0.2 -1.2 -0.9 0.08
H -3.188 0.657 0.915 0.1 -0.3 0.0 0.08
H -1.039 1.876 0.302 0.1 -1.6 1.6 0.13
H -0.526 1.934 1.918 0.3 0.4 1.2 0.09
H -1.143 -0.816 0.945 0.1 -0.3 -0.2 0.12
H 1.233 0.018 2.579 0.9 0.7 0.6 0.07
H 0.632 -1.552 2.342 0.8 -2.6 -0.2 0.04
H -0.310 -0.533 3.338 0.0 0.2 0.5 0.08

25
Properties=species:S:1:pos:R:3:forces:R:3:lowdin_charge:R:1 method="wB97M-V/def2-TZVPD" e_above_lowest_kcal_mol=4.2 spin_multiplicity=2 total_charge=+1 orbital_gap_ev="12.30 / 7.55" largest_force_ev_per_a=2.0 energy_ha=-331.34785
C -0.982 1.018 -0.429 -0.3 -0.5 0.1 -0.16
C -1.574 -0.014 0.545 -0.1 1.1 0.9 -0.42
C -1.161 0.344 1.995 -0.2 -0.3 0.2 -0.05
C -3.095 -0.068 0.422 -0.2 -0.1 -1.2 -0.06
C 0.532 0.980 -0.504 0.0 0.9 -0.8 -0.15
N 1.012 -0.214 -1.134 -0.1 0.2 2.0 0.15
C 2.404 -0.540 -1.171 0.2 -0.7 -1.1 -0.18
C 2.848 -1.388 0.040 -0.3 -0.1 0.2 -0.02
H -1.320 2.002 -0.101 0.1 0.1 -0.2 0.14
H -1.377 0.816 -1.430 0.0 0.3 0.0 0.13
H -1.164 -0.983 0.331 0.2 -0.8 -0.2 0.10
H -0.745 -0.495 2.547 0.6 -0.2 -0.3 0.08
H -2.008 0.562 2.645 -0.2 0.5 -0.4 0.08
H -0.472 1.189 2.015 0.0 0.0 0.3 0.07
H -3.539 -0.376 1.359 -0.3 -0.1 0.0 0.08
H -3.411 -0.719 -0.399 0.1 -0.5 0.3 0.09
H -3.532 0.869 0.060 0.2 0.3 0.7 0.09
H 0.948 1.836 -1.054 -0.1 0.0 -0.1 0.16
H 1.035 1.080 0.465 0.0 -0.3 0.3 0.15
H 0.353 -0.981 -0.967 0.2 -0.2 -0.7 0.17
H 3.017 0.344 -1.323 -0.2 0.2 0.2 0.14
H 2.525 -1.159 -2.066 0.1 0.0 0.0 0.14
H 3.373 -0.778 0.762 0.0 0.2 0.2 0.09
H 2.025 -1.892 0.550 -0.1 0.2 -0.1 0.09
H 3.496 -2.176 -0.305 0.4 -0.1 -0.1 0.08